Entry 1:
The following is a DFT calculation (ωB97M-V/def2-TZVPD) of C32H33ILiNO3P as an isolated structure.

Geometry as XYZ:
```
72
Properties=species:S:1:pos:R:3:lowdin_charge:R:1
Li -0.2689 -0.7991 -0.8610 0.550
C 1.8068 1.5774 3.6636 -0.044
C 1.2099 0.2733 4.0938 -0.272
C 0.9329 0.0867 5.4425 -0.061
C 0.4179 -1.1032 5.9200 -0.101
C 0.1883 -2.1453 5.0389 -0.103
C 0.4386 -1.9663 3.6918 -0.114
C 0.9340 -0.7644 3.1949 -0.341
P 1.1292 -0.6892 1.3591 1.101
C 0.3455 0.9679 1.1035 -0.360
C 1.0529 1.9998 0.4939 -0.099
C 0.4318 3.1894 0.1669 -0.079
C -0.9086 3.3708 0.4591 -0.094
C -1.6206 2.3532 1.0664 -0.059
C -1.0185 1.1421 1.3744 -0.298
C -1.8283 0.0520 2.0058 -0.062
C 2.9164 -0.5954 1.1544 -0.357
C 3.7803 -0.8807 2.2131 -0.151
C 5.1217 -1.1379 2.0173 -0.163
C 5.6184 -1.2249 0.7046 -0.151
C 4.8036 -1.0213 -0.3623 -0.094
C 3.4186 -0.6612 -0.2105 -0.379
C 2.6419 -0.3832 -1.2869 -0.066
H 2.4548 1.9737 4.4466 0.081
H 1.0188 2.3081 3.4706 0.089
H 2.3906 1.4420 2.7570 0.059
H 1.1254 0.8971 6.1345 0.106
H 0.2097 -1.2181 6.9755 0.093
H -0.1890 -3.0906 5.4025 0.092
H 0.2449 -2.7702 2.9915 0.098
H 2.1061 1.8644 0.2878 0.106
H 0.9834 3.9819 -0.3194 0.102
H -1.4005 4.2997 0.2035 0.102
H -2.6712 2.4913 1.2878 0.114
H -2.8724 0.1240 1.7097 0.078
H -1.7605 0.1097 3.0944 0.087
H -1.4528 -0.9197 1.6871 0.050
H 3.3969 -0.9001 3.2275 0.090
H 5.7787 -1.3270 2.8583 0.069
H 6.6644 -1.4724 0.5494 0.085
H 5.1857 -1.1276 -1.3722 0.091
H 3.0407 -0.4363 -2.2870 0.030
H 1.6438 0.0044 -1.1754 -0.032
C -1.7215 -4.5671 -2.2413 -0.037
N -1.4590 -3.6021 -3.2852 -0.153
C -2.0666 -3.8049 -4.5738 -0.062
C -0.6934 -2.5235 -3.0056 -0.491
C -0.4254 -1.5901 -4.1500 0.017
O -0.2365 -2.3691 -1.8840 -0.032
H -1.8231 -5.5595 -2.6817 0.083
H -2.6294 -4.3151 -1.6845 0.098
H -0.8789 -4.5552 -1.5502 0.090
H -2.7708 -4.6303 -4.5149 0.084
H -1.3106 -4.0420 -5.3273 0.091
H -2.6095 -2.9169 -4.8985 0.086
H 0.1142 -2.1138 -4.9357 0.090
H 0.1530 -0.7545 -3.7706 0.076
H -1.3592 -1.2044 -4.5526 0.087
I -4.1805 6.5170 -2.8194 0.764
C -3.4180 4.5440 -2.5713 -0.708
C -4.2055 3.5811 -1.9633 -0.158
C -3.6673 2.3306 -1.7315 -0.026
C -2.3583 2.0419 -2.0984 -0.132
C -1.6082 3.0114 -2.7609 -0.023
C -2.1327 4.2629 -3.0035 -0.159
C -1.7033 0.7391 -1.7252 -0.671
O -2.3386 -0.1191 -1.0898 -0.027
O -0.5130 0.6056 -2.0735 -0.095
H -5.2209 3.8070 -1.6710 0.087
H -4.2396 1.5619 -1.2344 0.117
H -0.6020 2.7739 -3.0730 0.122
H -1.5401 5.0157 -3.5039 0.089
```

Computed properties:
E: -2166.390317 Ha
HOMO energy: -0.0836 Ha
total charge: -1
relative energy (zero: lowest compared OMol25 entry of this formula, charge and spin): 15.49 kJ/mol

---

Entry 2:
The following is a DFT calculation (ωB97M-V/def2-TZVPD) of C32H33N6Ti as an isolated structure.

Geometry as XYZ:
```
72
Properties=species:S:1:pos:R:3:lowdin_spin:R:1
Ti 0.0052 1.0026 -0.1244 0.933
C 1.9372 -2.1483 0.9724 0.001
C 1.2163 -1.8460 -0.3423 0.000
C -0.1137 -2.5620 -0.4291 -0.001
C -0.0637 -3.9395 -0.6253 0.000
C -1.2037 -4.7137 -0.5146 -0.001
C -2.3882 -4.1180 -0.1157 0.000
C -2.4887 -2.7459 0.0899 -0.001
C -3.7424 -2.2481 0.7816 0.001
C -3.6530 -2.5307 2.2844 0.000
C -1.3549 -1.9576 -0.1802 -0.001
N -1.4423 -0.5274 -0.2029 -0.002
C -2.4910 0.0375 -0.7406 0.018
C -2.6179 1.4475 -0.7132 0.004
C -3.6657 2.2917 -1.0509 0.001
C -3.2857 3.5836 -0.6621 0.001
C -2.0237 3.4833 -0.1035 0.004
N -1.5943 2.1954 -0.1172 -0.004
H 2.8835 -1.6085 1.0375 0.000
H 2.1522 -3.2131 1.0464 0.000
H 1.3123 -1.8782 1.8258 0.000
H 1.8561 -2.1179 -1.1864 0.000
H 1.1371 -0.7522 -0.4271 0.001
H 0.8886 -4.4055 -0.8493 0.000
H -1.1583 -5.7798 -0.6880 0.000
H -3.2620 -4.7321 0.0654 0.000
H -4.6063 -2.7706 0.3673 0.000
H -3.9326 -1.1876 0.6405 0.000
H -3.5465 -3.5984 2.4746 0.000
H -4.5467 -2.1801 2.7988 0.000
H -2.7828 -2.0330 2.7205 0.000
H -3.2613 -0.5582 -1.2223 0.000
H -4.6001 1.9968 -1.5018 0.000
H -3.8665 4.4852 -0.7591 0.000
H -1.4061 4.2718 0.2994 0.000
C -0.4419 0.3729 4.2590 -0.001
C -0.6762 0.4872 2.8836 0.008
N 0.2756 0.8374 2.0324 0.002
C 1.5163 1.0936 2.5126 0.005
C 1.8503 0.9830 3.8590 0.000
C 0.8186 0.6161 4.7460 0.008
C 3.2062 1.2391 4.2656 0.000
C 4.1499 1.5616 3.3568 -0.001
C 3.8282 1.6552 1.9572 0.000
C 4.7761 1.9489 0.9586 0.001
C 4.3864 1.9769 -0.3573 0.000
C 3.0518 1.7166 -0.6798 0.002
N 2.1254 1.4632 0.2390 0.000
C 2.5163 1.4348 1.5431 0.001
H -1.2510 0.0903 4.9166 0.000
H -1.6542 0.2906 2.4613 0.000
H 1.0280 0.5239 5.8042 0.000
H 3.4572 1.1631 5.3152 0.000
H 5.1697 1.7495 3.6651 0.000
H 5.8057 2.1398 1.2340 0.000
H 5.0918 2.1880 -1.1476 0.000
H 2.7294 1.7051 -1.7124 0.000
C 0.0457 -1.0376 -5.3054 0.000
C 0.1744 0.0228 -4.2701 0.001
C 0.3356 1.3951 -4.3842 0.000
C 0.4125 1.8850 -3.0845 0.003
N 0.3174 0.8711 -2.2019 0.008
N 0.1570 -0.2480 -2.9592 0.004
C 0.5040 3.3041 -2.6362 0.002
H -0.1914 -0.5906 -6.2670 0.000
H -0.7404 -1.7482 -5.0513 0.000
H 0.9822 -1.5874 -5.4087 0.000
H 0.3792 1.9632 -5.2971 0.000
H 0.0142 -1.1458 -2.5179 0.000
H 1.0494 3.8996 -3.3658 0.000
H 1.0073 3.4093 -1.6730 0.001
H -0.4973 3.7276 -2.5387 0.000
```

Computed properties:
E: -2416.858134 Ha
HOMO energy (spin up / spin down): -0.4876 / -0.4931 Ha
multiplicity: 2
total charge: +2
expectation value of S²: 0.754
relative energy (zero: lowest compared OMol25 entry of this formula, charge and spin): 0.00 kJ/mol

---

Entry 3:
The following is a DFT calculation (ωB97M-V/def2-TZVPD) of C32H34As2BF6N3O3RuS2 as an isolated structure.

Geometry as XYZ:
```
84
Properties=species:S:1:pos:R:3:lowdin_charge:R:1
Ru -0.6837 0.5862 1.7882 0.787
S -2.4209 2.2921 1.5025 0.578
C -2.4693 2.4658 3.2148 -1.145
S -1.4399 1.3932 4.0675 0.532
C -3.2920 3.4073 3.8401 -0.417
C -3.3569 3.5307 5.2548 -0.294
N -3.4461 3.6577 6.3994 0.105
C -4.1078 4.2947 3.0870 -0.302
N -4.7783 5.0278 2.4964 0.103
C -0.1615 3.6740 -0.7998 -0.210
As 0.8574 3.5662 0.8322 0.992
C 2.6973 3.7313 0.3172 -0.190
C 0.4201 5.1539 1.8235 -0.198
O 0.6725 2.2804 1.8453 -0.625
H -0.3045 4.7282 -1.0363 0.035
H -1.1234 3.1945 -0.6486 -0.013
H 0.3897 3.1660 -1.5888 0.028
H 2.8463 4.6645 -0.2270 0.035
H 2.9579 2.8722 -0.2995 0.016
H 3.3112 3.6992 1.2163 0.034
H 0.6537 6.0496 1.2476 0.030
H 0.9957 5.1351 2.7472 0.042
H -0.6438 5.1131 2.0564 0.033
N 0.5477 -0.9583 2.6543 0.002
H 1.1780 -0.5460 3.3341 0.058
H 1.1260 -1.4640 1.9935 0.049
H -0.0820 -1.6019 3.1167 0.060
C -2.0003 -0.6667 1.3263 -0.215
C -2.9264 -1.4525 1.0055 -0.097
C -3.9451 -2.2639 0.6458 -0.150
C -3.6593 -3.6823 0.3432 -0.172
C -4.6052 -4.6981 0.5168 -0.053
C -4.2886 -6.0247 0.2609 -0.106
C -3.0190 -6.3735 -0.1763 -0.119
C -2.0642 -5.3756 -0.3411 -0.092
C -2.3770 -4.0529 -0.0829 -0.020
C -5.3097 -1.6977 0.5735 -0.171
C -6.2939 -2.2087 -0.2793 -0.058
C -7.5470 -1.6183 -0.3595 -0.108
C -7.8458 -0.4990 0.4043 -0.114
C -6.8694 0.0337 1.2386 -0.079
C -5.6203 -0.5550 1.3209 -0.014
H -5.5908 -4.4493 0.8872 0.106
H -5.0396 -6.7912 0.4144 0.092
H -2.7723 -7.4091 -0.3768 0.088
H -1.0651 -5.6296 -0.6746 0.096
H -1.6293 -3.2776 -0.2040 0.108
H -6.0655 -3.0570 -0.9116 0.104
H -8.2883 -2.0286 -1.0359 0.090
H -8.8238 -0.0375 0.3416 0.089
H -7.0743 0.9227 1.8219 0.104
H -4.8534 -0.1223 1.9522 0.109
F 2.9827 0.2795 2.0099 -0.248
As 4.7046 0.5117 2.1357 0.709
F 4.9570 -1.0035 1.3176 -0.271
F 4.7017 1.3302 0.5941 -0.266
F 6.4254 0.7364 2.2605 -0.274
F 4.4420 2.0311 2.9325 -0.263
F 4.6891 -0.3133 3.6670 -0.271
C 4.4524 0.8647 -4.8652 -0.061
C 4.8720 -0.1379 -3.7822 -0.561
C 5.9171 0.5130 -2.8643 -0.042
C 5.5180 -1.3359 -4.4804 -0.081
C 3.6686 -0.5429 -2.9304 -0.179
C 3.3882 -1.8701 -2.6235 -0.039
C 2.3572 -2.2359 -1.7493 0.016
C 1.6183 -1.2270 -1.1876 -0.219
O 0.6163 -1.2937 -0.2699 0.094
B 0.2543 0.0582 0.0604 -0.545
O 1.0176 0.9005 -0.8120 0.071
C 1.8707 0.1017 -1.5048 -0.204
C 2.8772 0.4676 -2.3600 0.052
H 5.3123 1.1252 -5.4888 0.076
H 4.0648 1.7879 -4.4346 0.070
H 3.6765 0.4403 -5.5061 0.087
H 6.7988 0.8139 -3.4393 0.078
H 6.2266 -0.1810 -2.0817 0.094
H 5.5114 1.3944 -2.3663 0.079
H 6.3224 -0.9867 -5.1325 0.076
H 4.7951 -1.8799 -5.0923 0.084
H 5.9533 -2.0315 -3.7614 0.080
H 3.9928 -2.6595 -3.0473 0.091
H 2.1708 -3.2724 -1.5010 0.113
H 3.0751 1.5162 -2.5430 0.116
```

Computed properties:
E: -7616.971377 Ha
HOMO energy (spin up / spin down): -0.0860 / -0.0962 Ha
total charge: -2
relative energy (zero: lowest compared OMol25 entry of this formula, charge and spin): 80.85 kJ/mol